[1]
74
Properties=species:S:1:pos:R:3:forces:R:3:lowdin_charge:R:1 method="wB97M-V/def2-TZVPD" lumo_energy_ev=-0.788
C -2.0373 0.5236 -1.2481 -0.2 -0.3 -0.3 0.004
C -2.4537 -0.4608 -0.4276 0.1 -0.1 0.2 -0.163
C -2.0081 -0.6555 1.0038 0.4 0.2 1.1 -0.174
C -2.8105 -0.1545 2.1215 0.3 -0.3 0.2 -0.568
Cl -4.2911 0.7321 1.7572 0.6 -0.4 0.0 0.669
C -2.4940 -0.3222 3.4471 0.3 -0.1 0.1 -0.053
C -1.2727 -1.0130 3.7768 -0.2 0.0 -0.9 -0.350
N -0.7950 -1.2816 5.0133 0.7 -0.2 -1.6 -0.223
S 0.6137 -2.0450 4.7260 0.0 -0.2 0.1 0.994
N 0.6958 -2.1281 3.1104 -1.3 0.9 0.9 -0.223
C -0.4289 -1.4936 2.6868 -0.3 -0.1 0.0 -0.318
C -0.7869 -1.3286 1.2931 -1.4 0.2 -0.2 -0.112
C 0.1594 -1.8693 0.2152 -0.3 0.8 0.2 -0.081
C 0.8386 -0.6344 -0.5005 -0.1 -1.4 -1.2 -0.201
O 2.2522 -0.7018 -0.3405 -0.4 0.8 0.2 -0.155
C 2.8137 0.5160 0.1211 1.3 -0.1 1.3 -0.253
C 2.3105 0.9488 1.5506 -0.6 1.0 -1.2 -0.055
H -1.9477 1.5858 -0.9800 1.2 -0.7 0.4 0.078
H -1.8082 0.2441 -2.2928 -1.3 0.6 0.2 0.073
H -3.1654 -1.2026 -0.8394 1.3 -0.4 0.0 0.118
H -3.1292 0.0588 4.2559 0.3 -0.1 -0.5 0.117
H 0.9388 -2.5198 0.6550 -0.3 0.6 -0.1 0.115
H -0.3755 -2.5117 -0.5120 0.1 0.6 0.3 0.104
H 0.6305 -0.7690 -1.5865 0.1 0.3 0.5 0.121
H 0.3862 0.3285 -0.2137 0.4 -0.4 0.2 0.109
H 3.8994 0.3183 0.2422 -0.6 -0.1 -0.4 0.117
H 2.7446 1.3541 -0.6024 -0.4 -0.5 0.2 0.107
H 1.7839 1.9167 1.3927 0.2 -0.5 0.5 0.063
H 1.5648 0.2410 1.9483 0.6 0.2 0.0 0.054
H 3.1367 1.1600 2.2474 -0.4 -0.4 -0.2 0.074
C -5.4623 -4.8430 1.5052 0.0 0.0 0.0 -0.088
C -5.0032 -5.5778 0.2528 0.0 0.0 0.2 -0.274
N -4.0372 -4.8365 -0.5399 0.0 0.2 -0.3 -0.194
C -3.7971 -5.4282 -1.8482 -0.1 0.0 -0.2 -0.250
C -3.1468 -6.8145 -1.9014 0.1 0.0 -0.2 -0.088
C -2.8497 -4.3840 0.1662 0.0 0.1 0.4 -0.254
C -1.9695 -5.4450 0.8369 0.2 0.1 0.0 -0.071
H -5.8855 -3.8683 1.2550 0.1 0.0 0.0 0.079
H -6.2348 -5.4261 2.0095 0.0 0.0 0.0 0.073
H -4.6489 -4.6984 2.2179 0.0 0.0 0.0 0.064
H -5.8898 -5.7601 -0.3613 0.1 0.0 -0.2 0.118
H -4.6198 -6.5652 0.5495 -0.1 -0.1 0.0 0.099
H -3.1972 -4.7354 -2.4464 0.0 0.1 0.1 0.111
H -4.7594 -5.4867 -2.3677 -0.1 0.0 0.1 0.109
H -2.0780 -6.7698 -1.6947 0.0 0.0 0.1 0.054
H -3.2560 -7.2303 -2.9061 0.0 0.0 0.0 0.071
H -3.6078 -7.5187 -1.2077 0.0 0.0 0.0 0.066
H -3.1531 -3.6671 0.9356 -0.1 -0.1 0.0 0.097
H -2.2331 -3.7900 -0.5149 -0.1 -0.1 -0.2 0.094
H -2.5531 -6.2015 1.3635 0.0 0.0 0.0 0.070
H -1.3180 -4.9660 1.5728 0.0 0.0 0.0 0.068
H -1.3193 -5.9441 0.1198 -0.1 -0.1 0.0 0.057
C 3.2933 4.5097 0.6156 0.0 0.0 0.0 -0.100
C 3.8516 5.8095 0.0540 -0.2 -0.1 0.0 -0.273
N 4.6418 5.6337 -1.1524 0.3 0.0 -0.1 -0.197
C 5.3724 6.8330 -1.5361 0.2 0.1 0.1 -0.250
C 4.5624 8.0661 -1.9497 0.1 0.1 -0.1 -0.089
C 3.9892 4.9259 -2.2425 -0.2 -0.3 0.0 -0.246
C 2.6842 5.5094 -2.7972 0.0 -0.1 -0.2 -0.084
H 4.0930 3.7946 0.8189 0.0 0.0 -0.1 0.081
H 2.7733 4.7083 1.5547 0.0 0.0 0.0 0.076
H 2.5731 4.0464 -0.0614 0.0 0.0 0.0 0.057
H 4.4889 6.2507 0.8257 0.1 0.1 -0.2 0.119
H 3.0167 6.5092 -0.0997 0.0 0.0 0.1 0.100
H 6.0674 6.5820 -2.3428 -0.1 -0.1 0.0 0.111
H 6.0116 7.1163 -0.6932 -0.1 -0.1 0.1 0.109
H 4.1496 7.9629 -2.9528 -0.1 0.0 0.1 0.054
H 5.2151 8.9423 -1.9665 0.0 0.0 0.0 0.070
H 3.7479 8.2822 -1.2572 0.0 0.0 0.0 0.066
H 3.7885 3.9023 -1.9122 0.0 0.1 0.1 0.093
H 4.7003 4.8057 -3.0645 0.1 0.2 0.1 0.115
H 2.0117 5.8541 -2.0102 0.0 0.0 0.0 0.067
H 2.1534 4.7413 -3.3649 0.0 0.0 0.0 0.071
H 2.8693 6.3351 -3.4824 -0.1 0.1 0.1 0.053

=====

[2]
73
Properties=species:S:1:pos:R:3:forces:R:3:lowdin_charge:R:1 method="wB97M-V/def2-TZVPD" de_lowest_ev=5.026 charge=+1 lumo_energy_ev=-4.259
C -4.4114 -0.5805 -3.0851 0.1 0.7 0.0 -0.130
C -3.5833 -0.9831 -4.4416 -0.9 0.7 1.6 -0.232
C -3.0996 0.3990 -5.0940 0.3 -0.1 -0.6 -0.235
C -1.7919 0.3058 -6.0180 -0.4 -0.6 -0.4 -0.209
C -0.6184 -0.6331 -5.4629 0.3 0.5 -0.1 -0.203
C -0.3034 -0.4929 -3.8966 0.5 -1.2 0.7 -0.206
C 1.0523 0.3080 -3.5417 -0.4 1.2 -0.5 -0.139
C 0.7673 1.4078 -2.4184 -0.1 2.1 1.9 -0.070
C 0.9618 2.9072 -2.7905 -1.4 -0.7 4.1 0.056
C 0.6699 3.9726 -1.7187 0.3 -2.5 -1.4 0.029
N 0.2064 3.6760 -0.3615 0.5 -2.8 -3.4 -0.064
C -0.0024 4.8558 0.5261 0.7 1.3 1.1 -0.076
C -0.6395 4.5181 1.9541 0.8 0.5 1.3 -0.197
O 0.2207 3.6845 2.7931 -0.2 1.3 -1.1 -0.047
C -0.7862 5.9170 2.7730 -0.5 0.5 0.4 -0.349
F -1.8443 6.6442 2.1764 2.4 -1.3 1.8 0.084
F -1.0050 5.6816 4.1683 0.2 0.8 -3.9 0.088
F 0.3959 6.7090 2.7062 -2.6 -1.8 0.0 0.076
C 0.0010 2.2990 -0.0115 0.7 -1.3 -2.5 0.078
C 0.2801 1.0876 -0.9768 0.2 2.9 -1.0 -0.042
C 0.0585 -0.4247 -0.4578 0.7 -0.1 -0.1 -0.126
C 1.3311 -0.9401 0.4244 0.0 0.3 0.6 -0.161
C 1.6724 0.0138 1.6715 0.9 0.2 0.6 -0.372
C 2.2186 -0.8083 2.9764 -1.1 0.6 -0.4 -0.076
C 2.8124 1.0946 1.2365 -1.2 0.7 -0.4 -0.088
H -5.4673 -1.0157 -3.0650 1.6 0.4 0.1 0.072
H -3.8403 -0.8639 -2.1268 -0.9 0.2 -1.5 0.065
H -4.5269 0.5712 -3.0355 0.1 -1.9 -0.1 0.067
H -2.7474 -1.6744 -4.0899 -1.0 1.0 -0.9 0.089
H -4.3201 -1.5766 -5.0825 1.4 0.9 0.5 0.112
H -2.9115 1.2233 -4.3091 -0.4 -1.5 -0.9 0.100
H -3.9601 0.7807 -5.7521 1.2 -0.4 1.0 0.120
H -2.1285 -0.1492 -7.0282 0.7 0.9 1.5 0.120
H -1.3915 1.3576 -6.2140 -0.6 -1.4 0.2 0.107
H 0.3538 -0.3684 -6.0339 -1.6 -0.5 0.8 0.115
H -0.8604 -1.7211 -5.7053 0.3 1.5 0.4 0.113
H -1.1410 -0.0453 -3.2645 0.9 -0.6 -1.2 0.101
H -0.1512 -1.5712 -3.4984 -0.4 1.7 -0.6 0.115
H 1.3441 0.8890 -4.4997 -0.3 -0.8 1.6 0.113
H 1.9425 -0.3751 -3.3079 -1.4 1.0 0.0 0.134
H 1.3068 3.2069 -3.8421 -0.6 -0.4 1.9 0.125
H 0.8317 5.0722 -2.0252 -0.4 -1.9 1.0 0.146
H -0.5777 5.7042 -0.0115 0.6 -1.7 0.8 0.165
H 1.0470 5.3033 0.7281 -1.7 -0.8 -0.3 0.162
H -1.6506 3.9843 1.9104 1.4 1.0 0.0 0.182
H 0.9451 4.2602 3.1464 -0.7 -0.7 -0.4 0.124
H -0.3884 2.0205 1.0206 0.7 0.9 -1.5 0.128
H -0.0122 -1.1761 -1.3317 0.0 1.6 1.1 0.103
H -0.9354 -0.5346 0.1147 1.6 0.4 -0.7 0.132
H 1.1237 -2.0004 0.8255 0.1 1.6 -0.8 0.121
H 2.2863 -0.9724 -0.2293 -1.7 -0.1 0.9 0.122
H 0.7228 0.5552 2.0453 1.5 -0.7 -0.8 0.111
H 2.9973 -0.1854 3.5422 -1.0 -1.1 -1.0 0.079
H 2.5967 -1.8246 2.6237 -0.4 1.4 0.9 0.082
H 1.3217 -0.9164 3.6934 1.5 -0.3 -1.1 0.078
H 3.7799 0.9940 1.8313 -1.3 0.0 -0.9 0.080
H 2.3858 2.1581 1.4158 0.9 -1.6 -0.2 0.061
H 3.0018 1.0331 0.0971 0.0 0.1 1.9 0.074
C 1.7709 -4.0904 6.0666 0.1 -0.2 -0.1 -0.075
C 0.6462 -3.7155 5.1186 0.1 0.0 0.1 -0.282
O 0.9721 -3.9016 3.7471 0.0 0.2 -0.2 -0.192
C 1.2879 -5.2285 3.3446 -0.1 -0.1 0.0 -0.279
C 0.1519 -6.2131 3.5585 -0.1 0.0 0.2 -0.079
H 2.6893 -3.5580 5.8049 -0.1 0.0 0.0 0.082
H 1.5014 -3.8433 7.0957 0.0 0.0 -0.1 0.080
H 1.9920 -5.1594 6.0267 0.0 0.0 0.1 0.069
H 0.4260 -2.6509 5.2405 0.0 -0.1 -0.2 0.106
H -0.2755 -4.2519 5.3656 0.0 -0.1 0.0 0.108
H 2.2024 -5.5678 3.8421 0.0 0.0 0.0 0.109
H 1.5164 -5.1812 2.2762 0.0 0.2 0.1 0.115
H -0.0746 -6.3458 4.6196 0.1 -0.1 -0.1 0.069
H 0.4148 -7.1928 3.1510 0.0 0.1 0.0 0.080
H -0.7605 -5.8619 3.0694 0.1 0.0 0.0 0.082